(1)
66
Properties=species:S:1:pos:R:3:forces:R:3 method="wB97M-V/def2-TZVPD" lumo_ev=-2.1 homo_lumo_gap_ha=0.050 charge=-1 max_force_ev_per_a=11.21
C 0.174 -2.279 -2.429 -0.21 -0.30 0.24
Si 1.023 -1.173 -3.626 -0.50 -0.05 -0.30
C -0.221 -0.102 -4.616 3.71 -4.64 2.96
C 1.967 -2.213 -4.834 0.04 0.69 0.07
C 2.163 0.114 -2.829 0.11 -0.27 -0.12
O 1.572 1.315 -2.264 0.19 0.18 0.23
S 2.866 2.260 -1.970 0.00 0.51 -1.03
O 2.670 3.047 -0.812 -0.24 -0.49 0.47
O 3.134 2.947 -3.191 0.28 -0.17 -0.11
O 3.921 1.103 -1.763 -0.57 0.15 0.07
C 3.190 -0.218 -1.765 0.23 0.63 0.73
N 4.164 -1.187 -2.094 -0.04 0.10 -0.21
P 2.607 -0.331 0.089 0.97 0.04 0.56
S 4.104 0.297 1.219 0.49 -0.39 0.33
H 0.612 -2.338 -1.391 0.10 -0.18 0.07
H -0.879 -2.007 -2.315 -0.02 0.97 -0.41
H 0.166 -3.260 -2.918 0.08 -0.09 -0.07
H -0.912 0.343 -3.914 0.75 -1.25 1.04
H -0.745 -0.786 -5.295 0.13 -0.15 0.18
H 0.296 0.683 -5.137 2.21 -1.71 0.81
H 2.806 -2.737 -4.380 -0.06 -0.23 -0.12
H 2.337 -1.594 -5.655 0.12 -0.09 -0.02
H 1.178 -2.864 -5.217 0.24 -0.33 -0.06
H 2.752 0.479 -3.685 0.07 -0.35 -0.14
H 3.739 -2.101 -2.196 0.05 -0.04 0.12
H 4.875 -1.217 -1.365 -0.05 -0.12 0.05
H 1.520 0.544 0.237 -0.30 -0.22 -0.26
H 2.198 -1.688 0.363 -0.55 -0.02 -0.41
Al -1.879 -3.551 -1.613 0.15 -0.49 0.02
Cl -1.407 -3.228 -5.210 -0.28 0.18 0.40
C -0.293 -4.809 2.987 -0.07 -0.16 -0.09
O 0.606 -3.768 2.644 0.11 -0.06 0.00
C 0.581 -2.728 3.474 0.13 0.14 0.20
O -0.127 -2.642 4.450 -0.06 0.01 -0.04
O 1.467 -1.826 3.074 -0.14 -0.13 -0.07
C 1.559 -0.672 3.918 0.11 0.23 0.04
H -0.163 -5.580 2.231 0.05 0.06 -0.03
H -0.063 -5.222 3.969 -0.05 0.07 0.04
H -1.325 -4.455 2.973 0.02 0.01 0.09
H 1.859 -0.958 4.924 -0.07 -0.04 0.01
H 0.609 -0.140 3.946 -0.03 -0.07 0.05
H 2.326 -0.042 3.477 0.05 -0.09 -0.04
C 1.241 5.757 -0.382 -0.16 -0.04 0.01
Cl 2.017 6.563 0.974 0.00 0.05 -0.01
Cl -0.505 5.672 -0.166 -0.02 -0.01 0.08
Cl 1.626 6.569 -1.913 0.09 0.02 -0.05
H 1.625 4.748 -0.441 0.00 0.12 0.02
F 0.996 -2.695 0.051 -0.18 -0.17 -0.08
F 5.308 -1.234 2.605 -0.40 0.39 -0.44
C -2.959 5.027 3.082 0.11 0.21 0.12
O -1.749 4.753 3.206 -0.06 -0.18 -0.15
O -3.215 6.386 2.833 0.15 -0.35 -0.18
O -3.940 4.283 3.137 -0.21 0.06 0.02
H -2.316 6.742 2.868 -0.14 0.26 0.20
Cs -1.399 1.621 -5.506 -6.58 7.80 -4.63
C -4.478 6.663 5.841 -0.67 0.49 0.23
O -3.232 6.402 5.502 0.33 0.00 0.02
H -4.713 7.713 6.106 0.21 0.02 -0.10
H -5.204 6.387 5.031 0.19 -0.30 -0.09
H -4.849 6.034 6.688 0.13 -0.26 -0.17
C -5.422 -5.265 0.059 0.05 -0.11 -0.09
O -4.267 -5.611 -0.703 0.01 0.10 0.01
H -5.213 -4.325 0.563 0.02 0.00 0.00
H -6.294 -5.136 -0.586 -0.02 0.04 0.04
H -5.638 -6.026 0.811 -0.02 0.04 0.04
H -4.443 -6.443 -1.149 0.05 0.00 -0.03

(2)
35
Properties=species:S:1:pos:R:3:forces:R:3 method="wB97M-V/def2-TZVPD" spin_multiplicity=3 lumo_ev="-3.1 / -6.8" homo_lumo_gap_ha="0.222 / 0.236" charge=+1 max_force_ev_per_a=5.45
B -0.065 -0.191 0.179 -2.85 0.65 1.11
C -0.462 -0.503 3.341 -2.37 2.01 -4.47
C -0.156 -2.652 1.360 -0.07 1.04 3.29
C 1.248 -2.109 1.618 -0.70 -0.33 -0.60
C 0.102 -1.156 1.434 -0.10 -1.02 0.80
C -1.020 1.318 -1.281 -1.49 1.46 1.45
C 0.327 0.770 -1.792 -0.50 -0.57 -0.55
C -0.929 2.756 -0.606 2.31 -0.65 -1.68
C -2.316 1.304 -2.173 2.22 0.51 -2.00
C 1.359 1.780 -2.211 -1.58 0.05 -1.17
C 0.129 -0.276 -2.813 1.10 -0.01 -3.53
N 0.104 -1.077 4.260 2.79 -1.74 0.88
N 1.984 -2.211 2.857 0.49 -0.82 3.68
O -1.277 0.443 -0.112 1.22 -0.67 0.17
O 0.879 -0.030 -0.723 1.37 0.25 0.93
H -1.052 0.353 3.052 0.41 0.14 -0.53
H -0.472 -2.966 0.417 0.03 -0.89 -1.43
H -0.688 -3.166 2.219 0.65 0.86 -1.03
H 1.930 -2.238 0.829 0.68 0.41 -1.26
H -1.782 2.865 0.007 -0.75 0.09 0.85
H -0.942 3.608 -1.361 0.24 -1.13 0.90
H 0.046 2.738 -0.011 -1.41 0.52 -0.58
H -2.110 1.579 -3.309 -0.34 0.20 2.52
H -3.063 1.899 -1.676 -0.17 0.60 -0.22
H -2.751 0.353 -2.300 -0.22 -1.53 0.28
H 1.989 1.283 -2.976 -0.17 0.88 0.36
H 1.905 2.057 -1.346 0.72 0.55 0.58
H 0.722 2.636 -2.570 1.36 -0.54 -0.18
H -0.651 -0.962 -2.679 -1.57 -0.70 0.76
H 1.029 -0.935 -2.783 -0.36 0.76 -0.64
H -0.069 0.169 -3.859 0.65 -0.69 1.46
H -0.223 -0.836 5.139 -0.64 -0.43 2.60
H 2.748 -1.431 2.981 -1.51 -2.24 -0.52
H 2.274 -3.219 3.209 -0.09 2.53 -1.52
H 1.253 -1.954 3.677 0.64 0.45 -0.71

(3)
19
Properties=species:S:1:pos:R:3:forces:R:3 method="wB97M-V/def2-TZVPD" e_above_lowest_kcal_mol=42.1 lumo_ev=4.2 homo_lumo_gap_ha=0.251 charge=-1 max_force_ev_per_a=4.03
C -1.377 0.677 1.722 2.99 0.23 2.69
C 1.949 0.407 -1.164 -1.23 -0.60 0.42
C -0.795 -0.261 -1.701 -2.80 -0.54 -0.49
C 0.013 0.914 1.095 -2.06 -0.32 -3.35
N -0.278 -2.149 0.629 -0.66 0.81 -1.93
O 1.080 -1.972 -0.043 0.55 0.08 -0.50
Si 0.405 -0.481 -0.294 1.24 0.58 1.36
H -2.168 0.446 1.119 -1.95 -0.43 -1.91
H -1.131 -0.237 2.303 -0.85 0.39 0.02
H -1.648 1.487 2.432 -0.07 -0.34 -0.30
H 2.844 0.043 -0.731 1.15 -0.42 0.55
H 1.855 -0.055 -2.144 0.31 0.52 -0.49
H 1.980 1.495 -1.127 -0.23 0.05 -0.45
H -0.644 0.436 -2.535 0.50 0.41 0.64
H -1.104 -1.163 -2.289 0.44 0.13 0.90
H -1.762 0.038 -1.182 0.75 -0.15 -0.73
H 0.664 0.911 1.907 1.68 0.23 1.08
H 0.077 1.858 0.473 0.04 -0.66 0.89
H 0.038 -2.393 1.531 0.19 0.02 1.57

(4)
86
Properties=species:S:1:pos:R:3:forces:R:3 method="wB97M-V/def2-TZVPD" e_above_lowest_kcal_mol=1.0 spin_multiplicity=2 lumo_ev="0.5 / -0.6" homo_lumo_gap_ha="0.206 / 0.164" charge=-1 max_force_ev_per_a=1.05
Cd -0.174 0.333 1.865 0.02 0.73 0.16
Se -8.223 0.981 1.576 -0.25 0.02 0.00
N -6.884 2.159 1.654 -0.05 -0.13 -0.03
C -5.781 1.473 1.561 0.35 0.04 0.00
C -4.445 2.076 1.600 -0.41 -0.02 0.01
C -4.256 3.455 1.702 -0.12 0.04 0.02
C -2.980 3.952 1.745 0.08 0.04 0.01
C -1.911 3.057 1.709 -0.02 -0.10 0.05
N -2.090 1.746 1.619 0.05 0.06 -0.04
C -3.330 1.253 1.548 0.23 -0.31 -0.04
C -3.474 -0.218 1.375 0.30 0.23 0.04
N -2.352 -0.938 1.258 -0.06 0.01 0.08
C -2.450 -2.247 1.081 0.10 0.09 -0.06
C -3.664 -2.921 1.014 0.00 -0.01 0.00
C -4.821 -2.186 1.133 -0.12 -0.08 -0.02
C -4.733 -0.810 1.308 -0.34 0.18 0.04
C -5.925 0.038 1.424 0.39 -0.10 0.00
N -7.139 -0.429 1.408 -0.06 0.12 0.00
H -5.124 4.101 1.745 0.01 -0.01 0.00
H -2.784 5.013 1.818 -0.01 -0.03 0.01
H -0.881 3.389 1.740 0.00 -0.01 -0.02
H -1.517 -2.791 0.976 0.01 0.05 0.03
H -3.683 -3.992 0.874 0.00 0.01 0.00
H -5.799 -2.649 1.091 0.03 0.01 0.00
O 7.109 1.521 0.855 -0.30 -0.31 -0.03
C 6.500 0.434 0.760 0.99 0.03 -0.33
O 6.895 -0.676 0.323 -0.22 0.31 0.21
C 5.057 0.441 1.220 -0.70 0.02 0.10
C 4.499 -0.688 1.819 0.09 -0.01 -0.05
C 3.160 -0.698 2.142 -0.02 0.21 0.24
N 2.321 0.308 1.870 0.85 0.08 0.23
C 2.860 1.415 1.328 0.08 -0.45 0.20
C 4.208 1.528 1.020 0.12 -0.07 0.07
C 1.882 2.501 0.980 -0.86 -0.09 -0.27
O 2.238 3.648 0.775 0.19 -0.03 0.01
O 0.662 2.066 0.844 0.17 0.61 -0.05
H 5.124 -1.552 2.002 0.01 0.01 -0.04
H 2.724 -1.572 2.623 0.38 0.37 0.04
H 4.587 2.449 0.599 0.01 0.00 0.00
F -1.774 0.154 3.949 -0.26 -0.31 -0.40
Sb -0.828 0.999 5.372 -0.01 0.25 0.21
F -2.384 1.032 6.417 -0.16 -0.04 0.11
F -1.288 2.641 4.579 -0.12 0.30 -0.01
F 0.661 0.957 4.188 0.11 -0.05 -0.24
F 0.201 1.800 6.703 0.13 0.14 0.23
F -0.382 -0.728 5.957 0.08 -0.27 0.15
C -1.707 0.393 -4.429 0.03 -0.04 0.07
C -1.607 -1.118 -4.621 -0.01 0.05 0.07
C -0.418 -1.772 -3.915 -0.06 0.03 0.10
C -0.504 -1.705 -2.377 -0.04 -0.31 -0.21
Ge 0.313 -0.226 -1.387 -0.39 0.15 0.19
C 1.765 0.901 -1.982 0.29 0.05 -0.08
C 1.933 1.123 -3.485 0.07 0.02 0.11
C 3.153 1.994 -3.774 -0.02 0.00 -0.10
C 3.266 2.364 -5.249 0.01 0.00 -0.02
H -2.617 0.790 -4.881 0.02 -0.02 -0.01
H -0.858 0.899 -4.891 0.02 0.02 0.01
H -1.726 0.670 -3.370 0.00 -0.03 -0.05
H -1.549 -1.341 -5.689 -0.02 0.00 -0.01
H -2.524 -1.590 -4.253 0.00 -0.02 -0.02
H 0.513 -1.327 -4.275 -0.01 -0.01 -0.01
H -0.387 -2.822 -4.219 0.01 -0.01 0.00
H -0.077 -2.614 -1.942 -0.09 0.04 -0.09
H -1.555 -1.685 -2.070 -0.02 -0.04 -0.02
H -0.875 0.691 -1.027 0.00 -0.03 0.14
H 2.689 0.510 -1.553 0.01 0.04 0.01
H 1.559 1.847 -1.478 0.07 0.05 -0.07
H 1.044 1.610 -3.896 -0.03 -0.03 -0.01
H 2.045 0.170 -4.015 0.00 0.02 0.01
H 4.053 1.463 -3.454 0.00 0.02 0.04
H 3.094 2.898 -3.164 0.02 0.01 0.00
H 3.306 1.469 -5.878 0.00 0.04 0.03
H 4.166 2.949 -5.447 -0.03 -0.02 0.01
H 2.405 2.958 -5.571 0.03 -0.03 0.01
Cl 2.599 -2.273 -1.812 0.08 -0.03 0.10
C 2.088 -2.956 -0.314 0.07 -0.10 0.05
C 2.552 -4.212 -0.008 0.01 -0.07 0.09
C 2.263 -4.783 1.228 0.00 0.00 0.01
C 1.548 -4.068 2.187 0.03 -0.03 -0.15
C 1.082 -2.810 1.893 -0.20 -0.33 -0.12
Cl 0.285 -1.973 3.184 -0.09 -0.42 -0.08
C 1.249 -2.197 0.584 -0.06 -0.13 -0.09
N 0.671 -1.060 0.303 -0.42 -0.34 -0.55
H 3.164 -4.733 -0.731 0.00 -0.02 0.03
H 2.623 -5.777 1.458 0.02 0.04 0.00
H 1.368 -4.480 3.171 0.02 -0.01 -0.02

(5)
17
Properties=species:S:1:pos:R:3:forces:R:3 method="wB97M-V/def2-TZVPD" e_above_lowest_kcal_mol=99.2 lumo_ev=1.0 homo_lumo_gap_ha=0.341 max_force_ev_per_a=0.34
C 0.541 1.037 1.720 0.00 -0.01 0.17
C 1.235 1.331 0.396 0.27 0.02 -0.05
C -0.561 1.039 0.737 -0.04 -0.20 0.12
C -0.882 -0.320 0.209 -0.20 0.25 0.05
C -1.084 -0.557 -1.296 -0.05 0.07 -0.10
C -0.166 -1.765 -1.085 0.03 -0.19 -0.28
O 0.114 -1.385 0.269 0.12 -0.01 0.12
H 0.855 0.081 2.143 -0.08 0.12 -0.08
H 0.567 1.852 2.443 -0.01 -0.14 -0.14
H 1.715 2.307 0.346 -0.11 -0.13 -0.01
H 1.812 0.501 0.000 -0.11 0.11 0.06
H 0.308 1.561 -0.306 0.01 0.01 -0.13
H -1.764 -0.608 0.805 0.10 0.04 -0.05
H -2.105 -0.762 -1.625 0.16 0.03 0.07
H -0.656 0.233 -1.921 -0.05 -0.11 0.11
H -0.674 -2.737 -1.137 0.07 0.13 0.04
H 0.743 -1.808 -1.697 -0.12 0.02 0.10

(6)
50
Properties=species:S:1:pos:R:3:forces:R:3 method="wB97M-V/def2-TZVPD" e_above_lowest_kcal_mol=26.9 spin_multiplicity=2 lumo_ev="-9.2 / -10.7" homo_lumo_gap_ha="0.240 / 0.184" charge=+2 max_force_ev_per_a=1.72
Au -0.859 0.044 0.045 -0.59 1.59 -0.29
O 4.596 -0.506 -5.391 0.09 -0.02 0.02
C 4.897 -0.591 -4.111 -0.13 0.11 -0.06
O 5.974 -0.928 -3.702 0.02 -0.09 0.03
C 3.867 -0.353 -3.050 0.06 0.04 0.03
C 4.346 0.214 -1.826 0.03 0.00 -0.08
C 3.506 0.377 -0.767 0.01 0.10 0.03
C 2.164 -0.053 -0.877 -0.07 0.05 -0.04
C 1.680 -0.581 -2.115 -0.04 -0.09 0.01
C 2.532 -0.766 -3.168 -0.01 -0.07 0.03
N 1.283 -0.003 0.202 0.05 0.12 0.03
C 1.765 -0.160 1.403 -0.08 -0.05 0.00
C 0.954 -0.193 2.591 -0.11 0.01 0.08
C 1.548 -0.425 3.824 0.06 -0.01 -0.02
C 0.733 -0.495 4.952 -0.01 0.00 -0.01
C -0.625 -0.334 4.789 -0.01 0.02 0.03
C -1.143 -0.101 3.505 0.10 0.03 0.03
N -0.375 -0.028 2.439 0.08 -0.20 0.25
H 3.722 -0.133 -5.567 -0.03 0.02 0.00
H 5.385 0.511 -1.777 -0.01 0.00 0.02
H 3.868 0.859 0.130 -0.02 -0.01 0.01
H 0.649 -0.899 -2.188 0.01 0.03 -0.01
H 2.173 -1.242 -4.071 0.00 0.01 0.00
H 2.829 -0.338 1.531 0.00 -0.01 -0.01
H 2.620 -0.556 3.900 0.00 0.01 0.02
H 1.159 -0.679 5.928 0.00 0.00 0.00
H -1.302 -0.392 5.630 0.01 -0.01 0.01
H -2.209 0.017 3.357 -0.01 -0.01 -0.02
C -4.848 1.664 -0.407 -0.02 0.01 0.04
C -3.397 1.443 -0.166 -0.03 0.19 0.04
N -2.876 0.268 -0.150 0.34 -0.15 -0.08
O -3.702 -0.774 -0.378 0.01 0.20 0.01
C -2.501 2.582 0.106 -0.48 -0.62 -0.16
C -3.016 3.981 0.239 0.20 0.13 0.01
N -1.241 2.330 0.249 1.31 0.01 0.34
O -0.275 3.018 0.501 -0.75 -0.94 -0.30
H -5.271 0.850 -0.988 0.01 -0.01 -0.01
H -5.010 2.610 -0.918 -0.01 0.00 0.00
H -5.375 1.704 0.551 -0.01 -0.01 0.00
H -3.206 -1.607 -0.189 0.06 -0.08 0.02
H -3.873 4.007 0.912 0.00 -0.07 0.01
H -3.335 4.360 -0.733 0.02 -0.02 -0.02
H -2.240 4.635 0.628 -0.01 0.00 0.00
F -1.059 -1.675 -1.504 -0.02 -0.26 0.03
Sb -0.785 -3.478 -0.706 0.05 -0.11 -0.09
F 0.791 -3.515 -1.728 -0.04 0.02 0.07
F 0.184 -2.471 0.613 -0.05 0.03 -0.01
F -1.834 -4.194 -2.053 -0.02 0.07 0.00
F -2.339 -2.943 0.293 0.02 0.00 -0.03
F -0.528 -5.060 0.211 0.00 0.05 0.04

| no. | DFT total energy (eV) |
| --- | --- |
| 1 | -140469.31857 |
| 2 | -18433.91479 |
| 3 | -15757.07848 |
| 4 | -226176.60996 |
| 5 | -8426.93947 |
| 6 | -58571.29955 |